Below is C38H52N3OP2Pt as an isolated structure at a distorted geometry, with properties calculated with wB97M-V/def2-TZVPD.

Cartesian coordinates (Å):
C 1.180 2.823 0.083
C -1.221 2.892 0.262
C 1.284 4.210 0.112
C -1.124 4.326 0.377
C 0.093 4.966 0.289
H 2.262 4.690 0.033
H -2.051 4.895 0.499
H 0.144 6.058 0.352
N -0.017 2.169 0.189
P 2.144 0.454 1.065
P -2.436 0.543 -0.400
C 2.421 1.956 -0.011
H 2.547 1.576 -1.039
H 3.325 2.531 0.246
C -2.448 2.221 0.187
H -3.361 2.827 0.175
C -2.730 0.642 -2.317
C -3.943 -0.347 0.371
C 3.541 -0.793 0.676
C 2.370 1.196 2.829
C -2.294 -0.682 -2.979
H -3.039 -1.477 -2.819
H -2.188 -0.538 -4.072
H -1.334 -1.044 -2.581
C -4.171 0.975 -2.747
H -4.879 0.158 -2.538
H -4.535 1.897 -2.262
H -4.184 1.149 -3.841
C -1.847 1.821 -2.791
H -1.716 1.763 -3.888
H -2.325 2.784 -2.546
H -0.855 1.827 -2.319
C -4.206 -1.678 -0.360
H -3.288 -2.288 -0.415
H -4.964 -2.256 0.202
H -4.592 -1.530 -1.381
C -3.618 -0.661 1.840
H -2.846 -1.441 1.922
H -3.277 0.238 2.379
H -4.533 -1.036 2.335
C -5.196 0.555 0.362
H -5.521 0.843 -0.646
H -6.030 0.005 0.840
H -5.020 1.471 0.951
C 2.428 0.053 3.863
H 2.386 0.490 4.878
H 1.579 -0.641 3.763
H 3.369 -0.518 3.789
C 1.171 2.122 3.151
H 1.196 3.041 2.546
H 0.197 1.641 3.003
H 1.250 2.414 4.215
C 3.636 2.072 2.954
H 3.671 2.476 3.983
H 4.571 1.521 2.783
H 3.602 2.937 2.271
C 3.497 -1.060 -0.843
H 3.731 -0.162 -1.441
H 4.256 -1.828 -1.084
H 2.511 -1.445 -1.145
C 3.204 -2.125 1.383
H 2.187 -2.462 1.123
H 3.921 -2.897 1.047
H 3.276 -2.052 2.478
C 4.955 -0.323 1.061
H 5.198 0.664 0.631
H 5.092 -0.275 2.153
H 5.691 -1.050 0.669
Pt -0.128 -0.045 0.271
C -0.644 -0.308 2.119
O -0.859 -0.558 3.246
N 0.603 0.089 -1.669
C 1.042 0.199 -2.754
C 1.542 0.383 -4.068
C 2.244 -0.657 -4.727
C 1.334 1.624 -4.724
C 2.726 -0.450 -6.022
H 2.399 -1.611 -4.216
C 1.825 1.810 -6.018
H 0.785 2.418 -4.210
C 2.520 0.778 -6.670
H 3.266 -1.255 -6.531
H 1.662 2.767 -6.524
H 2.900 0.932 -7.685
N -0.288 -2.039 0.348
C -0.575 -2.988 0.941
C -0.859 -3.972 1.955
C -0.409 -3.726 3.262
C -0.780 -4.568 4.310
C -1.629 -5.648 4.066
C -2.086 -5.899 2.766
C -1.691 -5.070 1.703
H 0.226 -2.875 3.474
H -0.428 -4.367 5.315
H -1.941 -6.281 4.887
H -2.765 -6.722 2.589
H -2.088 -5.246 0.712

As for the expectation value of S²: 2.037. The net charge is +1. Its orbital gap (alpha / beta) is 0.1076 / 0.2177 Ha. As for the HOMO energy (alpha / beta): -6.3897 / -9.3730 eV. The spin multiplicity is 3. The LUMO energy (alpha / beta) is -3.5 / -3.5 eV. The value obtained for the relative energy (zero: lowest compared OMol25 entry of this formula, charge and spin) is 32.0 kcal per mole.